Entry from OMol25: C37H43I2N6NaO4S as an isolated structure at a distorted geometry (wB97M-V/def2-TZVPD).

```
! RIJCOSX wB97M-V def2-TZVPD def2/J DEFGRID3
* xyz 0 1
Na -0.215 -0.156 -1.063
C 1.886 -3.864 -2.340
C 1.164 -2.703 -2.970
C -0.112 -2.932 -3.508
C -0.648 -4.335 -3.432
C -0.782 -1.910 -4.185
C -2.117 -2.119 -4.846
C -0.177 -0.654 -4.309
C -0.795 0.414 -5.171
C 1.055 -0.406 -3.706
C 1.672 0.963 -3.796
C 1.755 -1.445 -3.085
C 3.177 -1.176 -2.666
H 2.118 -4.610 -3.100
H 1.263 -4.351 -1.593
H 2.815 -3.578 -1.858
H -0.621 -4.712 -2.410
H -0.022 -4.992 -4.036
H -1.668 -4.422 -3.787
H -1.987 -2.280 -5.916
H -2.748 -1.245 -4.710
H -2.655 -2.973 -4.446
H -1.370 1.117 -4.569
H -1.454 -0.017 -5.916
H -0.021 0.966 -5.698
H 2.287 1.050 -4.696
H 2.296 1.164 -2.931
H 0.901 1.726 -3.826
H 3.213 -0.649 -1.713
H 3.665 -0.557 -3.416
H 3.761 -2.086 -2.573
I -3.041 -2.275 1.958
C -4.312 -2.797 0.298
I -3.351 -2.649 -1.591
H -5.167 -2.130 0.292
H -4.624 -3.827 0.425
N -2.218 9.403 1.994
C -1.992 8.357 1.581
C -1.724 7.060 1.088
C -1.170 6.889 -0.181
C -0.898 5.619 -0.647
C -1.177 4.505 0.139
C -1.736 4.682 1.401
C -2.008 5.947 1.879
C -0.847 3.145 -0.356
C -1.782 2.559 -1.199
C -2.971 3.205 -1.669
C -3.610 2.310 -2.481
C -2.808 1.147 -2.464
N -1.733 1.277 -1.712
C 0.383 2.649 0.092
C 1.214 3.305 1.049
C 2.336 2.528 1.193
C 2.163 1.450 0.302
N 1.008 1.500 -0.341
H -0.949 7.754 -0.789
H -0.460 5.482 -1.625
H -1.949 3.817 2.012
H -2.431 6.083 2.864
H -3.289 4.201 -1.428
H -4.534 2.438 -3.016
H -3.009 0.223 -2.979
H 0.982 4.222 1.558
H 3.182 2.709 1.831
H 2.863 0.654 0.101
C -0.640 -3.995 6.553
C 0.747 -3.404 6.406
S 0.698 -2.282 4.965
O 0.651 -3.069 3.764
O -0.365 -1.331 5.163
C 2.285 -1.356 4.982
C 2.252 -0.265 3.917
N 1.795 -0.777 2.648
C 0.603 -0.521 2.067
N 0.452 -1.209 0.944
C 1.566 -1.934 0.781
C 2.435 -1.686 1.825
N 3.725 -2.195 1.983
O 4.356 -1.933 2.999
O 4.155 -2.877 1.072
C -0.385 0.436 2.595
H -0.679 -4.695 7.384
H -0.911 -4.515 5.638
H -1.365 -3.202 6.719
H 1.496 -4.155 6.175
H 1.035 -2.815 7.272
H 3.078 -2.068 4.776
H 2.403 -0.929 5.972
H 3.257 0.152 3.790
H 1.567 0.531 4.212
H 1.708 -2.589 -0.051
H 0.037 1.440 2.604
H -0.686 0.143 3.601
H -1.251 0.425 1.941
*
```

The LUMO energy is -0.5 eV. The calculation puts the largest force on an atom at 1.4 eV/A. The HOMO energy comes out at -7.186 eV. The total energy is -87649.0152 eV.

---

Entry from OMol25: C37H43N2PRuTe as an isolated structure (wB97M-V/def2-TZVPD).

```
! RIJCOSX wB97M-V def2-TZVPD def2/J DEFGRID3
* xyz 1 6
Ru 0.674 -0.039 -0.550
C 3.683 -0.339 0.740
N 3.294 0.125 -0.603
C 3.993 -0.667 -1.625
C 3.660 1.538 -0.755
C 2.552 2.449 -0.288
N 1.305 2.206 -1.041
C 1.533 2.402 -2.490
C 0.273 3.144 -0.573
H 4.775 -0.340 0.847
H 3.311 -1.344 0.922
H 3.258 0.316 1.499
H 5.077 -0.517 -1.556
H 3.658 -0.366 -2.617
H 3.780 -1.723 -1.505
H 3.869 1.727 -1.806
H 4.584 1.763 -0.209
H 2.860 3.495 -0.414
H 2.337 2.294 0.771
H 2.172 3.276 -2.662
H 0.584 2.564 -2.988
H 2.001 1.528 -2.937
H 0.551 4.178 -0.808
H 0.154 3.038 0.504
H -0.677 2.917 -1.054
C -5.855 1.191 -0.174
C -4.845 0.907 0.732
C -3.577 0.580 0.271
C -3.308 0.526 -1.095
C -4.331 0.811 -2.000
C -5.597 1.144 -1.539
P -1.648 -0.010 -1.611
C -1.380 0.774 -3.240
C -1.826 2.070 -3.501
C -1.521 2.691 -4.705
C -0.755 2.027 -5.655
C -0.304 0.739 -5.401
C -0.619 0.112 -4.202
C -1.806 -1.778 -1.986
C -2.968 -2.295 -2.488
C -3.070 -3.665 -2.805
C -2.005 -4.488 -2.587
C -0.798 -3.991 -2.037
C 0.281 -4.867 -1.755
C 1.412 -4.391 -1.169
C 1.526 -3.011 -0.868
C 0.540 -2.102 -1.161
C -0.674 -2.611 -1.736
H -6.844 1.449 0.181
H -5.041 0.941 1.796
H -2.792 0.363 0.984
H -4.146 0.772 -3.067
H -6.384 1.364 -2.248
H -2.422 2.598 -2.766
H -1.882 3.693 -4.901
H -0.521 2.509 -6.596
H 0.285 0.214 -6.143
H -0.273 -0.898 -4.017
H -3.831 -1.659 -2.645
H -3.995 -4.053 -3.211
H -2.074 -5.544 -2.818
H 0.178 -5.919 -1.995
H 2.226 -5.063 -0.926
H 2.430 -2.696 -0.366
C 1.302 -0.233 8.132
C 1.010 -0.162 6.656
C 1.356 0.959 5.912
C 1.078 1.058 4.555
C 1.481 2.303 3.810
C 0.443 -0.033 3.943
Te -0.043 0.103 1.914
C 0.084 -1.189 4.652
C -0.609 -2.376 4.035
C 0.381 -1.219 6.010
H 1.879 0.628 8.466
H 1.864 -1.136 8.376
H 0.375 -0.262 8.707
H 1.856 1.787 6.402
H 1.886 3.044 4.498
H 0.634 2.751 3.287
H 2.250 2.086 3.064
H -0.330 -2.526 2.993
H -1.695 -2.256 4.070
H -0.361 -3.282 4.586
H 0.115 -2.105 6.577
*
```

The LUMO energy (alpha / beta) is -1.8 / -4.6 eV. The calculation puts the largest force on an atom at 0.4 eV/A. The HOMO energy (alpha / beta) comes out at -9.193 / -10.319 eV. The total energy is -61203.4008 eV. As for the expectation value of S²: 8.782.

---

Entry from OMol25: a 2-piece molecular cluster, C37H43N3O3 overall at a distorted geometry (wB97M-V/def2-TZVPD).

```
! RIJCOSX wB97M-V def2-TZVPD def2/J DEFGRID3
* xyz 0 1
C -4.618 3.797 -0.621
N -4.220 2.801 -1.582
C -4.391 3.023 -2.921
O -4.909 4.014 -3.437
C -3.791 1.842 -3.661
C -2.669 2.298 -4.590
C -1.588 2.995 -3.799
C -1.652 4.373 -3.563
C -0.664 5.007 -2.809
C 0.398 4.261 -2.285
C 0.481 2.887 -2.541
C -0.507 2.262 -3.305
N -3.343 0.981 -2.576
C -2.825 -0.235 -2.819
C -2.352 -1.098 -1.830
C -1.845 -2.375 -2.072
C -1.363 -3.264 -1.051
C -0.953 -4.594 -1.356
C -0.509 -5.458 -0.361
C -0.456 -5.028 0.974
C -0.828 -3.719 1.296
C -1.283 -2.852 0.309
C -3.576 1.552 -1.232
C -2.285 1.816 -0.413
C -2.708 1.718 1.050
C -4.103 1.054 1.104
C -4.513 0.706 -0.322
H -5.049 4.632 -1.182
H -5.371 3.401 0.073
H -3.761 4.167 -0.041
H -4.600 1.349 -4.232
H -2.277 1.431 -5.136
H -3.133 2.997 -5.297
H -2.487 4.943 -3.982
H -0.732 6.084 -2.635
H 1.166 4.752 -1.686
H 1.310 2.289 -2.153
H -0.447 1.195 -3.534
H -2.807 -0.526 -3.873
H -2.394 -0.733 -0.803
H -1.848 -2.740 -3.103
H -1.004 -4.923 -2.396
H -0.197 -6.475 -0.610
H -0.113 -5.699 1.763
H -0.748 -3.363 2.323
H -1.577 -1.839 0.586
H -1.533 1.063 -0.670
H -1.872 2.798 -0.683
H -1.981 1.134 1.628
H -2.748 2.720 1.496
H -4.076 0.161 1.741
H -4.828 1.749 1.546
H -5.559 0.952 -0.547
H -4.352 -0.354 -0.532
C 4.257 1.243 0.739
C 4.869 0.973 2.103
N 3.861 0.884 3.168
C 3.606 2.120 3.901
C 4.507 2.283 5.106
C 3.090 -0.236 3.469
C 3.392 -1.424 2.709
C 2.748 -2.681 2.894
C 3.296 -3.838 2.065
C 4.298 -3.712 1.087
C 4.724 -4.811 0.332
C 4.146 -6.067 0.536
C 3.146 -6.213 1.511
C 2.739 -5.114 2.267
O 1.780 -2.873 3.648
O 2.225 -0.151 4.353
H 5.046 1.273 -0.018
H 3.540 0.459 0.470
H 3.739 2.209 0.750
H 5.455 0.046 2.077
H 5.545 1.791 2.387
H 3.771 2.941 3.192
H 2.562 2.104 4.231
H 4.318 3.251 5.574
H 4.284 1.492 5.828
H 5.559 2.221 4.808
H 4.209 -1.350 2.010
H 4.761 -2.745 0.902
H 5.512 -4.666 -0.410
H 4.471 -6.926 -0.052
H 2.674 -7.180 1.693
H 1.960 -5.231 3.022
*
```

The LUMO energy is -2.8 eV. The calculation puts the largest force on an atom at 2.2 eV/A. The HOMO energy comes out at -5.366 eV. The total energy is -49677.5103 eV.

---

Entry from OMol25: C37H44AgN6O3S2Se2Si as an isolated structure (wB97M-V/def2-TZVPD).

```
! RIJCOSX wB97M-V def2-TZVPD def2/J DEFGRID3
* xyz -1 1
Ag 0.055 0.421 0.894
C 0.626 1.170 5.692
Se 0.076 0.291 4.062
C 1.657 -0.815 3.859
C 2.962 -0.076 3.595
Se 2.951 1.137 2.072
C 2.657 2.791 3.031
H 0.805 0.428 6.469
H -0.191 1.818 6.004
H 1.520 1.774 5.545
H 1.385 -1.458 3.019
H 1.753 -1.432 4.756
H 3.747 -0.807 3.390
H 3.287 0.503 4.461
H 3.370 2.869 3.850
H 1.630 2.833 3.388
H 2.809 3.595 2.315
N 0.938 3.344 -7.205
C 0.639 2.878 -5.916
C -0.618 3.096 -5.360
C -0.923 2.605 -4.100
C 0.021 1.880 -3.391
C 1.276 1.649 -3.942
C 1.583 2.145 -5.196
S -0.363 1.249 -1.792
O 0.196 -0.089 -1.775
O -1.794 1.385 -1.639
N 0.498 2.070 -0.725
C 0.202 3.384 -0.474
N -0.614 4.074 -1.284
C -0.797 5.351 -0.998
C -0.173 5.989 0.061
C 0.673 5.192 0.815
N 0.873 3.911 0.572
H 0.395 4.145 -7.487
H 1.922 3.496 -7.368
H -1.359 3.657 -5.916
H -1.887 2.786 -3.648
H 2.005 1.071 -3.391
H 2.559 1.958 -5.629
H -1.473 5.896 -1.650
H -0.340 7.032 0.287
H 1.214 5.608 1.662
N -2.890 -1.154 0.853
C -3.132 0.157 0.993
N -2.315 0.974 1.589
C -2.836 2.255 1.608
C -2.189 3.364 2.144
C -2.813 4.599 2.083
C -4.066 4.745 1.486
C -4.713 3.647 0.936
C -4.091 2.411 1.007
S -4.631 0.866 0.410
H -1.936 -1.469 1.105
H -3.345 -1.647 0.103
H -1.204 3.241 2.575
H -2.312 5.467 2.490
H -4.533 5.720 1.442
H -5.676 3.758 0.456
C 2.259 -4.284 1.899
C 0.819 -4.545 1.439
C -0.047 -4.667 2.698
C 0.795 -5.866 0.670
Si 0.248 -3.051 0.385
O -0.088 -1.805 1.349
C -1.243 -3.536 -0.687
C -1.415 -2.987 -1.961
C -2.564 -3.223 -2.708
C -3.575 -4.024 -2.200
C -3.430 -4.589 -0.939
C -2.280 -4.343 -0.200
C 1.658 -2.705 -0.823
C 2.469 -1.588 -0.619
C 3.547 -1.302 -1.446
C 3.838 -2.142 -2.511
C 3.045 -3.259 -2.741
C 1.969 -3.532 -1.906
H 2.609 -5.125 2.513
H 2.333 -3.383 2.511
H 2.949 -4.171 1.062
H 0.362 -5.450 3.351
H -1.079 -4.945 2.479
H -0.077 -3.729 3.254
H 1.107 -6.686 1.330
H 1.485 -5.854 -0.177
H -0.196 -6.107 0.283
H -0.661 -2.323 -2.364
H -2.672 -2.761 -3.681
H -4.473 -4.202 -2.780
H -4.214 -5.215 -0.529
H -2.208 -4.780 0.787
H 2.230 -0.911 0.194
H 4.145 -0.417 -1.263
H 4.672 -1.922 -3.167
H 3.260 -3.912 -3.579
H 1.351 -4.397 -2.119
*
```

The LUMO energy is 2.3 eV. The calculation puts the largest force on an atom at 0.9 eV/A. The HOMO energy comes out at -5.108 eV. The total energy is -218411.9839 eV.